{
  "formula": "C48H108O34P4S9",
  "method": "the ωB97M-V functional and the def2-TZVPD basis",
  "elements": ["C", "O", "P", "O", "O", "C", "O", "C", "H", "H", "H", "H", "H", "H", "H", "H", "H", "C", "O", "P", "O", "O", "C", "O", "C", "H", "H", "H", "H", "H", "H", "H", "H", "H", "C", "O", "P", "O", "O", "C", "O", "C", "H", "H", "H", "H", "H", "H", "H", "H", "H", "C", "O", "P", "O", "O", "C", "O", "C", "H", "H", "H", "H", "H", "H", "H", "H", "H", "C", "C", "C", "S", "O", "O", "C", "H", "H", "H", "H", "H", "H", "H", "H", "C", "C", "C", "S", "O", "O", "C", "H", "H", "H", "H", "H", "H", "H", "H", "C", "C", "C", "S", "O", "O", "C", "H", "H", "H", "H", "H", "H", "H", "H", "C", "C", "C", "S", "O", "O", "C", "H", "H", "H", "H", "H", "H", "H", "H", "C", "C", "C", "S", "O", "O", "C", "H", "H", "H", "H", "H", "H", "H", "H", "C", "C", "C", "S", "O", "O", "C", "H", "H", "H", "H", "H", "H", "H", "H", "C", "C", "C", "S", "O", "O", "C", "H", "H", "H", "H", "H", "H", "H", "H", "C", "C", "C", "S", "O", "O", "C", "H", "H", "H", "H", "H", "H", "H", "H", "C", "C", "C", "S", "O", "O", "C", "H", "H", "H", "H", "H", "H", "H", "H"],
  "coordinates": [[8.36, 3.21, -1.73], [7.02, 2.59, -1.56], [6.16, 2.06, -2.79], [6.86, 1.87, -4.06], [5.47, 0.78, -2.15], [6.31, -0.26, -1.61], [4.99, 3.04, -2.86], [4.25, 3.41, -1.67], [8.54, 3.69, -2.71], [9.00, 2.37, -1.54], [8.47, 3.99, -0.96], [7.30, -0.32, -2.03], [5.89, -1.26, -1.62], [6.38, 0.02, -0.55], [4.87, 3.45, -0.77], [3.40, 2.74, -1.58], [4.01, 4.44, -2.01], [-3.95, -1.50, 2.53], [-4.19, -2.87, 2.92], [-5.13, -3.77, 1.99], [-4.88, -3.61, 0.57], [-6.59, -3.53, 2.45], [-6.99, -3.40, 3.88], [-4.76, -5.22, 2.49], [-3.44, -5.75, 2.27], [-4.87, -0.94, 2.73], [-3.81, -1.39, 1.45], [-3.10, -1.18, 3.08], [-6.32, -2.67, 4.35], [-7.04, -4.38, 4.43], [-8.00, -2.98, 3.83], [-2.77, -5.04, 2.75], [-3.29, -5.91, 1.21], [-3.41, -6.63, 2.92], [-1.87, 3.95, -1.67], [-1.02, 3.80, -2.85], [-0.67, 5.03, -3.75], [-0.18, 6.18, -2.97], [-1.87, 5.28, -4.66], [-1.99, 6.54, -5.38], [0.39, 4.46, -4.79], [1.77, 4.42, -4.44], [-1.15, 3.85, -0.87], [-2.55, 3.13, -1.57], [-2.35, 4.94, -1.65], [-0.99, 6.89, -5.56], [-2.58, 7.23, -4.78], [-2.43, 6.29, -6.33], [2.23, 5.39, -4.41], [2.27, 3.84, -5.21], [1.96, 3.89, -3.52], [1.24, 1.44, 0.00], [0.65, 0.17, 0.25], [-0.92, 0.08, 0.20], [-1.64, 0.73, -0.90], [-1.23, -1.38, 0.41], [-1.65, -2.38, -0.61], [-1.26, 0.73, 1.57], [-2.35, 1.66, 1.81], [2.32, 1.34, -0.17], [1.14, 2.06, 0.86], [0.83, 1.86, -0.89], [-2.40, -1.90, -1.27], [-2.15, -3.17, -0.06], [-0.76, -2.74, -1.17], [-2.54, 2.28, 0.95], [-1.99, 2.23, 2.65], [-3.31, 1.20, 2.10], [2.56, 7.84, 0.04], [3.51, 6.78, 0.57], [2.71, 5.85, 1.43], [1.21, 5.59, 0.41], [0.04, 5.64, 1.27], [1.41, 4.42, -0.42], [1.34, 7.12, -0.54], [3.05, 8.50, -0.67], [2.35, 8.50, 0.92], [4.34, 7.18, 1.19], [3.86, 6.22, -0.27], [2.39, 6.32, 2.32], [3.12, 4.85, 1.61], [0.43, 7.68, -0.38], [1.42, 6.89, -1.60], [-5.28, 0.18, -0.94], [-5.59, -1.11, -1.64], [-7.08, -1.41, -1.65], [-7.87, -0.09, -0.82], [-7.90, -0.19, 0.63], [-9.09, 0.22, -1.49], [-6.48, 1.08, -1.24], [-4.35, 0.62, -1.24], [-5.17, 0.08, 0.12], [-5.06, -1.82, -1.05], [-5.21, -1.09, -2.67], [-7.25, -2.35, -1.12], [-7.54, -1.41, -2.61], [-6.67, 1.93, -0.62], [-6.53, 1.40, -2.29], [4.86, -3.73, -0.36], [3.70, -3.20, -1.20], [2.95, -2.15, -0.37], [2.94, -2.87, 1.31], [1.84, -3.86, 1.33], [3.07, -1.86, 2.30], [4.49, -3.80, 1.14], [5.71, -3.04, -0.43], [5.19, -4.72, -0.67], [3.02, -4.03, -1.45], [4.07, -2.81, -2.13], [1.94, -2.00, -0.71], [3.58, -1.26, -0.34], [4.21, -4.80, 1.45], [5.09, -3.31, 1.90], [-2.38, 4.60, 4.80], [-1.82, 5.06, 6.17], [-0.37, 4.55, 6.20], [0.26, 4.89, 4.53], [0.92, 3.70, 4.05], [0.93, 6.13, 4.57], [-1.39, 5.07, 3.76], [-3.30, 5.07, 4.64], [-2.43, 3.52, 4.84], [-2.40, 4.71, 7.03], [-1.76, 6.14, 6.25], [-0.29, 3.49, 6.26], [0.35, 5.01, 6.86], [-1.26, 4.50, 2.85], [-1.38, 6.12, 3.50], [4.16, 0.36, 4.48], [2.85, 1.13, 4.31], [2.58, 1.32, 2.88], [4.19, 1.51, 2.06], [4.36, 2.90, 1.73], [4.49, 0.55, 1.08], [5.17, 1.09, 3.56], [4.08, -0.67, 4.20], [4.53, 0.49, 5.46], [2.85, 2.06, 4.87], [2.05, 0.55, 4.81], [2.02, 2.22, 2.68], [2.06, 0.40, 2.50], [5.50, 1.97, 4.12], [6.04, 0.47, 3.25], [2.30, 0.93, -3.66], [0.88, 1.22, -4.04], [0.04, -0.06, -3.94], [1.15, -1.49, -3.97], [0.97, -2.19, -5.25], [1.07, -2.29, -2.75], [2.70, -0.49, -4.12], [2.55, 1.17, -2.63], [2.99, 1.65, -4.12], [0.80, 1.58, -5.07], [0.35, 1.87, -3.35], [-0.63, -0.17, -4.77], [-0.48, -0.19, -2.99], [2.92, -0.56, -5.21], [3.57, -0.89, -3.57], [-0.95, -6.40, -1.17], [0.34, -5.53, -0.92], [1.45, -6.47, -0.37], [1.12, -8.08, -1.15], [0.88, -9.09, -0.12], [2.13, -8.35, -2.14], [-0.49, -7.65, -1.92], [-1.75, -5.83, -1.65], [-1.38, -6.63, -0.18], [-0.01, -4.80, -0.21], [0.68, -5.14, -1.89], [1.38, -6.53, 0.70], [2.42, -6.11, -0.74], [-1.10, -8.50, -1.64], [-0.46, -7.56, -3.02], [-1.72, -3.43, 4.99], [-0.92, -3.49, 3.67], [0.17, -2.45, 3.80], [0.60, -2.33, 5.55], [0.37, -0.95, 5.94], [1.84, -2.97, 5.83], [-0.69, -3.39, 6.16], [-2.34, -4.31, 5.13], [-2.36, -2.57, 5.07], [-1.62, -3.24, 2.86], [-0.53, -4.49, 3.40], [-0.23, -1.46, 3.58], [1.02, -2.66, 3.15], [-1.23, -2.97, 7.02], [-0.27, -4.39, 6.36], [-2.11, -3.33, -5.25], [-2.29, -3.97, -3.89], [-3.62, -3.55, -3.23], [-4.77, -3.37, -4.61], [-5.12, -1.94, -4.65], [-5.81, -4.36, -4.65], [-3.53, -3.66, -5.95], [-1.37, -3.85, -5.86], [-1.93, -2.26, -5.15], [-1.48, -3.60, -3.22], [-2.18, -5.06, -3.99], [-3.59, -2.57, -2.84], [-4.10, -4.25, -2.53], [-3.71, -3.07, -6.83], [-3.55, -4.69, -6.26]],
  "mulliken_charge": [-0.78, -0.26, 0.49, -0.86, 0.49, -0.73, -0.27, 0.24, 0.31, 0.30, 0.24, 0.50, -0.08, 0.22, 0.62, -0.48, -0.10, -0.47, 0.23, 0.13, -0.14, -0.36, -0.62, -0.48, -0.06, 0.64, -0.22, 0.21, 0.27, 0.24, 0.26, -0.24, 0.19, 0.39, -0.08, 0.27, 0.29, -0.50, -0.36, -0.71, -0.34, -0.46, -0.17, -0.04, 0.46, 0.33, 0.26, 0.26, 0.45, 0.37, -0.11, -0.27, 1.32, -0.20, -1.10, 0.39, 0.07, 0.17, -0.06, -0.80, 0.45, 0.26, -0.12, 0.03, -0.16, 0.12, -0.35, 0.08, -0.74, -0.28, -0.07, 1.30, -0.84, -0.10, -0.85, 0.43, 0.30, 0.45, -0.02, 0.32, -0.35, 0.43, 0.27, 0.12, 1.31, -1.01, 1.14, -0.62, -0.72, -1.14, -0.07, 0.04, -0.76, 0.01, 0.50, 0.33, 0.56, 0.36, -0.93, -0.23, 2.07, 0.78, -0.63, -0.54, -1.05, 0.12, 0.58, -0.28, 0.45, -0.59, -0.59, 0.36, 0.46, -0.64, -0.71, -0.98, 1.15, -0.43, -0.73, -0.27, 0.51, 0.17, 0.42, 0.30, 0.36, 0.46, -0.13, 0.54, -0.43, -0.45, 0.80, 0.92, -0.88, -0.23, -1.00, 0.01, 0.63, 0.35, 0.01, 0.20, -0.58, 0.38, 0.39, 0.93, 0.20, -0.36, 1.07, -0.78, -0.50, -0.99, -1.16, 0.53, 0.70, -0.66, 0.76, -0.48, 0.39, 0.17, -0.14, 0.60, -0.56, 1.24, -0.71, -0.69, -0.97, -0.02, 0.18, -0.55, 0.15, 0.45, 0.25, 0.52, 0.34, -0.77, 0.49, 1.64, 1.51, -0.71, -0.74, -1.01, 0.55, 0.19, -0.87, 0.23, -0.01, -1.28, 0.46, 0.36, -0.37, 0.77, 0.27, 1.18, -0.67, -0.72, -0.99, 0.46, -0.04, -0.81, 0.21, -0.67, 0.53, 0.51, 0.43],
  "multiplicity": 1,
  "orbital_gap_ev": 10.079,
  "e_above_lowest_ev": 0.0000,
  "lumo_energy_ev": 0.163
}

=====

{
  "formula": "C6H9NO3",
  "method": "the ωB97M-V functional and the def2-TZVPD basis",
  "elements": ["C", "O", "C", "C", "C", "C", "N", "H", "H", "H", "H", "H", "H", "H", "H", "H", "O", "C", "O"],
  "coordinates": [[-2.63, 2.61, 0.84], [-2.93, 1.96, -0.42], [-2.01, 1.00, -0.67], [-1.16, 0.10, -0.70], [-0.04, -0.67, -1.25], [0.28, -2.06, -0.52], [1.03, -2.06, 0.69], [-2.82, 1.97, 1.73], [-3.38, 3.49, 0.83], [-1.54, 2.83, 0.82], [-0.18, -0.95, -2.35], [0.82, -0.09, -1.21], [-0.62, -2.53, -0.27], [0.89, -2.67, -1.39], [0.74, -1.41, 1.28], [1.96, -1.71, 0.37], [4.31, -0.20, 1.76], [3.90, 0.09, 0.73], [3.39, 0.30, -0.27]],
  "nbo_charge": [-0.25, -0.49, 0.31, -0.17, -0.49, -0.18, -0.80, 0.19, 0.20, 0.19, 0.23, 0.22, 0.19, 0.17, 0.34, 0.33, -0.50, 1.02, -0.52],
  "multiplicity": 1,
  "orbital_gap_ev": 9.140,
  "e_above_lowest_ev": 3.4532,
  "lumo_energy_ev": 0.342
}